The following is a quantum chemistry calculation of a cluster of 3 separate species, C15H14F3O5P in total, from the OMol25 dataset.

Bonds (Å) are listed after each position.
CARTESIAN COORDINATES (ANGSTROEM)
1 O 0.22 2.28 -2.04  C2 1.421, H9 0.961
2 C 0.35 0.91 -2.43  O1 1.421, C3 1.531, H10 1.089, H11 1.093
3 C -0.73 0.02 -1.81  C2 1.531, P4 1.852, H12 1.088, H13 1.090
4 P -2.19 -0.41 -2.86  C3 1.852, C5 1.871, H14 1.414
5 C -3.33 0.99 -2.35  P4 1.871, F6 1.350, F7 1.345, F8 1.354
6 F -2.78 2.22 -2.33  C5 1.350
7 F -4.39 1.06 -3.18  C5 1.345
8 F -3.81 0.78 -1.10  C5 1.354
9 H -0.46 2.69 -2.58  O1 0.961
10 H 1.34 0.60 -2.08  C2 1.089
11 H 0.35 0.83 -3.52  C2 1.093
12 H -0.30 -0.93 -1.48  C3 1.088
13 H -1.09 0.53 -0.91  C3 1.090
14 H -1.81 0.30 -4.02  P4 1.414
15 C -0.74 2.19 4.12  C16 1.330, C21 1.486, H23 1.083
16 C -0.50 1.13 3.36  C15 1.330, C17 1.485, H24 1.083
17 C -1.28 0.87 2.12  C16 1.485, O18 1.214, C19 1.484
18 O -1.05 -0.09 1.42  C17 1.214
19 C -2.34 1.85 1.76  C17 1.484, C20 1.330, H25 1.083
20 C -2.58 2.91 2.52  C19 1.330, C21 1.485, H26 1.083
21 C -1.80 3.17 3.76  C15 1.486, C20 1.485, O22 1.211
22 O -2.02 4.13 4.46  C21 1.211
23 H -0.19 2.40 5.03  C15 1.083
24 H 0.27 0.40 3.59  C16 1.083
25 H -2.89 1.64 0.85  C19 1.083
26 H -3.34 3.64 2.28  C20 1.083
27 C 4.52 -2.97 -0.34  C28 1.330, C33 1.486, H35 1.083
28 C 3.80 -2.57 -1.38  C27 1.330, C29 1.484, H36 1.083
29 C 2.32 -2.57 -1.34  C28 1.484, O30 1.214, C31 1.485
30 O 1.66 -2.19 -2.29  C29 1.214
31 C 1.66 -3.05 -0.09  C29 1.485, C32 1.330, H37 1.083
32 C 2.38 -3.46 0.95  C31 1.330, C33 1.486, H38 1.082
33 C 3.87 -3.45 0.91  C27 1.486, C32 1.486, O34 1.211
34 O 4.52 -3.82 1.86  C33 1.211
35 H 5.60 -2.98 -0.34  C27 1.083
36 H 4.25 -2.21 -2.30  C28 1.083
37 H 0.58 -3.04 -0.09  C31 1.083
38 H 1.93 -3.80 1.87  C32 1.082

Properties
Energy, a.u.: -1597.0565
SMILES string: O=C1C=CC(=O)C=C1.O=C1C=CC(=O)C=C1.OCCPC(F)(F)F
Orbital gap, eV: 8.135
Strongest force on any atom, eV Å⁻¹: 0.17
E_LUMO, eV: -1.7
Energy relative to the best compared isomer or geometry (same formula, charge and spin), eV: 0.000